[1]
Density functional theory data (ωB97M-V/def2-TZVPD) for a structure of composition C48H42BN6O3PRbS.

Multiplicity: 1
Energy in hartree: -3197.36216
Highest occupied orbital energy in eV: -5.66
Molecular weight in g mol⁻¹: 910.224
Relative energy (zero: lowest compared OMol25 entry of this formula, charge and spin) in kcal/mol: 0.0
Charge: -1

Element x y z (Å)
Rb  -0.52  0.05  0.16
C  2.13  5.40  2.29
C  1.23  4.64  1.37
C  0.39  5.14  0.41
C  -0.22  4.01  -0.17
N  0.22  2.90  0.41
N  1.11  3.29  1.35
B  1.93  2.32  2.25
N  2.85  1.39  1.42
N  2.41  0.50  0.49
C  3.49  -0.07  -0.02
C  4.66  0.44  0.57
C  4.20  1.37  1.49
C  5.02  2.23  2.40
C  3.42  -1.07  -1.10
C  2.27  -1.24  -1.87
C  2.22  -2.16  -2.91
C  3.34  -2.92  -3.21
C  4.49  -2.77  -2.46
C  4.53  -1.86  -1.41
N  1.06  1.52  3.26
N  0.13  0.61  2.90
C  -0.36  0.10  4.02
C  0.26  0.68  5.14
C  1.15  1.58  4.61
C  2.08  2.50  5.35
C  -1.40  -0.95  4.00
C  -2.35  -1.01  2.99
C  -3.28  -2.03  2.94
C  -3.28  -3.01  3.93
C  -2.36  -2.95  4.96
C  -1.42  -1.93  4.99
C  -1.20  4.00  -1.27
C  -1.67  2.81  -1.84
C  -2.61  2.82  -2.86
C  -3.10  4.02  -3.35
C  -2.64  5.21  -2.80
C  -1.71  5.20  -1.77
H  2.00  6.47  2.10
H  1.89  5.21  3.34
H  3.18  5.15  2.14
H  0.25  6.18  0.16
H  2.65  3.00  2.91
H  5.69  0.20  0.36
H  6.07  2.00  2.24
H  4.86  3.29  2.20
H  4.78  2.05  3.45
H  1.40  -0.64  -1.66
H  1.30  -2.28  -3.47
H  3.31  -3.63  -4.03
H  5.37  -3.36  -2.68
H  5.43  -1.76  -0.82
H  0.07  0.49  6.18
H  1.94  2.35  6.42
H  3.12  2.31  5.11
H  1.87  3.55  5.12
H  -2.36  -0.24  2.23
H  -4.00  -2.06  2.13
H  -4.00  -3.82  3.89
H  -2.35  -3.71  5.73
H  -0.68  -1.90  5.78
H  -1.30  1.87  -1.48
H  -2.96  1.87  -3.25
H  -3.83  4.03  -4.14
H  -3.02  6.16  -3.17
H  -1.37  6.14  -1.35
O  -4.24  -1.10  -2.34
S  -3.18  -1.31  -1.38
O  -3.17  -0.37  -0.26
O  -1.85  -1.47  -1.98
C  -3.60  -2.87  -0.59
C  -4.97  -3.12  -0.52
C  -5.46  -4.22  0.16
C  -4.56  -5.10  0.77
C  -3.20  -4.86  0.68
C  -2.69  -3.75  0.00
P  -0.86  -3.42  -0.05
C  -0.38  -4.37  -1.54
C  0.90  -4.91  -1.63
C  1.31  -5.61  -2.76
C  0.44  -5.75  -3.83
C  -0.83  -5.19  -3.77
C  -1.24  -4.51  -2.63
C  -0.25  -4.53  1.28
C  -0.13  -5.92  1.18
C  0.32  -6.67  2.25
C  0.67  -6.05  3.44
C  0.57  -4.67  3.55
C  0.13  -3.92  2.47
H  -5.64  -2.43  -1.01
H  -6.52  -4.40  0.22
H  -4.92  -5.96  1.31
H  -2.53  -5.55  1.17
H  1.59  -4.79  -0.80
H  2.31  -6.02  -2.80
H  0.76  -6.28  -4.72
H  -1.50  -5.28  -4.61
H  -2.22  -4.07  -2.60
H  -0.40  -6.42  0.25
H  0.40  -7.75  2.15
H  1.02  -6.64  4.28
H  0.85  -4.17  4.47
H  0.10  -2.84  2.57

[2]
Density functional theory data (ωB97M-V/def2-TZVPD) for a structure of composition C23H63O31P6V.

Multiplicity: 1
Energy in hartree: -6238.99522
Highest occupied orbital energy in eV: -7.93
Molecular weight in g mol⁻¹: 1072.514
Charge: 0

Element x y z (Å)
O  -4.94  1.61  -4.75
V  -5.22  0.97  -3.28
O  -6.75  0.57  -3.36
O  -1.64  0.20  1.18
C  -2.42  0.44  0.10
O  -1.93  0.78  -1.01
O  -3.66  0.40  0.15
H  -0.74  0.14  0.85
C  2.57  1.56  -5.16
O  3.79  1.14  -5.84
P  3.75  0.77  -7.43
O  3.27  1.73  -8.39
O  5.27  0.31  -7.73
C  6.45  1.08  -7.32
O  3.07  -0.67  -7.50
C  3.29  -1.71  -6.53
H  2.59  1.19  -4.13
H  1.68  1.16  -5.64
H  2.41  2.64  -5.12
H  7.21  1.08  -8.11
H  6.88  0.58  -6.45
H  6.27  2.08  -6.92
H  3.94  -1.38  -5.72
H  3.83  -2.52  -7.02
H  2.35  -2.11  -6.15
C  1.79  -3.49  -1.26
O  2.74  -3.86  -0.25
P  3.68  -2.62  0.30
O  2.93  -1.40  0.73
O  4.79  -2.45  -0.93
C  5.72  -1.35  -0.91
O  4.49  -3.30  1.53
C  5.32  -4.45  1.36
H  1.85  -2.46  -1.61
H  0.80  -3.60  -0.83
H  1.90  -4.15  -2.13
H  5.54  -0.93  -1.90
H  6.78  -1.59  -0.96
H  5.34  -0.60  -0.21
H  6.30  -4.19  1.77
H  5.51  -4.67  0.31
H  4.92  -5.32  1.88
C  -6.04  -4.67  9.87
O  -6.23  -4.12  8.60
P  -5.19  -4.47  7.41
O  -4.96  -5.93  7.13
O  -3.87  -3.70  7.83
C  -3.82  -2.28  7.97
O  -5.70  -3.63  6.08
C  -4.82  -3.48  5.00
H  -6.87  -5.29  10.21
H  -5.91  -3.86  10.58
H  -5.14  -5.27  9.97
H  -4.70  -1.88  8.48
H  -3.62  -1.72  7.06
H  -3.04  -2.16  8.72
H  -4.83  -2.46  4.62
H  -5.00  -4.23  4.23
H  -3.79  -3.63  5.33
C  4.19  -4.26  7.42
O  4.59  -2.94  7.41
P  3.81  -1.76  8.24
O  4.40  -0.40  8.14
O  2.30  -1.85  7.69
C  2.05  -1.68  6.28
O  3.81  -2.31  9.73
C  5.02  -2.34  10.41
H  4.60  -4.90  6.64
H  3.11  -4.33  7.33
H  4.52  -4.66  8.38
H  2.96  -1.54  5.71
H  1.38  -0.82  6.15
H  1.61  -2.56  5.81
H  5.07  -1.70  11.29
H  5.93  -2.04  9.89
H  5.14  -3.33  10.86
C  -2.81  -5.69  -6.84
O  -2.92  -4.44  -6.19
P  -4.05  -4.27  -5.07
O  -4.16  -2.96  -4.38
O  -5.41  -4.67  -5.82
C  -5.90  -3.88  -6.88
O  -3.86  -5.55  -4.11
C  -4.73  -5.69  -3.02
H  -1.81  -5.84  -7.25
H  -3.48  -5.69  -7.71
H  -3.06  -6.53  -6.18
H  -6.82  -3.43  -6.51
H  -6.15  -4.47  -7.76
H  -5.10  -3.24  -7.26
H  -4.34  -5.31  -2.07
H  -4.95  -6.76  -3.03
H  -5.68  -5.17  -3.16
C  -0.02  9.72  -5.76
O  -1.11  10.00  -4.91
P  -2.54  9.25  -5.09
O  -3.18  9.38  -6.44
O  -2.30  7.68  -4.73
C  -1.38  7.41  -3.64
O  -3.41  9.86  -3.86
C  -3.61  11.25  -3.74
H  -0.14  10.42  -6.59
H  -0.02  8.77  -6.28
H  0.94  9.89  -5.26
H  -1.44  6.35  -3.39
H  -1.63  8.06  -2.80
H  -0.34  7.59  -3.91
H  -3.16  11.87  -4.52
H  -3.18  11.65  -2.82
H  -4.70  11.31  -3.75
O  -0.12  6.69  3.76
C  0.15  5.88  2.89
O  1.18  6.00  1.99
C  1.55  5.02  1.09
C  2.79  4.38  1.69
C  -0.75  4.61  2.77
H  1.69  5.49  0.12
H  0.75  4.31  0.90
H  3.50  5.06  2.17
H  3.35  3.80  0.96
H  2.51  3.54  2.32
H  -0.96  4.54  1.71
H  -1.74  4.66  3.21
H  -0.18  3.74  3.09

[3]
Density functional theory data (ωB97M-V/def2-TZVPD) for an isolated molecule of C6H12O.

Multiplicity: 1
Energy in hartree: -311.01419
SMILES string: CC(C)[C@H]1O[C@H]1C
Highest occupied orbital energy in eV: -10.04
Molecular weight in g mol⁻¹: 100.161
Relative energy (zero: lowest compared OMol25 entry of this formula, charge and spin) in kcal/mol: 28.3
Charge: 0

Element x y z (Å)
C  -1.78  -1.08  -0.71
C  -0.77  -0.03  -0.25
C  -1.41  1.09  0.58
C  0.30  -0.66  0.62
O  1.29  -1.52  0.08
C  1.71  -0.24  0.59
C  2.29  0.66  -0.49
H  -2.57  -0.64  -1.32
H  -1.27  -1.85  -1.30
H  -2.24  -1.56  0.16
H  -0.30  0.41  -1.14
H  -1.84  0.68  1.50
H  -2.22  1.60  0.04
H  -0.67  1.84  0.87
H  -0.13  -1.06  1.55
H  2.25  -0.28  1.55
H  1.57  1.41  -0.85
H  2.59  0.03  -1.34
H  3.18  1.19  -0.14